# 1
Entry from the OMol25 dataset: a cluster of 2 separate species, C17H24N4O3S in total (the ωB97M-V functional and the def2-TZVPD basis).

```
49
Properties=species:S:1:pos:R:3:forces:R:3
O -2.689814 4.123629 -1.228016 0.31 0.23 -0.13
O 0.697714 3.152015 1.592963 -0.03 -0.13 -0.29
N 2.828101 -2.253044 0.999320 0.35 -0.79 -0.27
O 1.712177 -6.599766 0.724220 -0.16 0.21 -0.55
S 4.705258 -4.175701 0.265945 -0.52 -0.48 -0.18
C -3.078141 3.146480 -0.602498 -0.56 0.56 -0.55
C -0.132847 3.401683 0.723668 0.31 -0.14 1.11
C 3.149829 -3.464055 0.607901 -0.06 1.23 0.46
C -0.853755 -1.579320 1.355404 0.92 -0.28 -0.14
C -1.308813 -2.855124 0.970689 0.68 -0.18 -0.08
C 0.523365 -1.295838 1.397487 -0.58 0.13 0.06
C -0.390737 -3.861666 0.633032 -0.42 0.32 0.12
C 1.435846 -2.293790 1.054894 -0.04 0.59 0.17
C 0.966322 -3.547972 0.689513 -1.32 -0.50 -0.23
N -0.511239 4.652043 0.440410 -0.64 0.60 -0.64
N 2.085706 -4.296589 0.423053 0.75 -0.62 -0.47
N -2.266245 2.237717 -0.056977 0.78 -0.51 0.63
C -4.559326 2.910921 -0.421414 0.08 -0.02 -0.03
C 0.027082 5.853404 1.074585 0.15 -0.61 0.05
C 1.345894 1.945491 -1.428367 -0.31 0.42 0.32
C -0.724945 0.814340 -2.157283 -0.25 0.52 0.22
C 3.868741 -5.797651 -0.083658 0.51 0.08 -0.19
C 2.334199 -5.627850 -0.109730 -0.02 0.39 1.27
C -0.183225 2.069748 -1.457237 0.29 -0.39 -0.43
C -0.782267 2.235167 -0.040311 -0.14 0.10 -0.80
H 1.746514 -6.294375 1.647917 0.12 -0.02 -0.49
H -1.567855 -0.808900 1.627379 0.07 -0.07 0.00
H -2.374020 -3.065652 0.938961 0.17 0.01 0.00
H 0.895976 -0.319095 1.692155 -0.10 -0.05 0.00
H -0.721028 -4.853207 0.339221 0.00 0.12 0.05
H -1.219878 4.763871 -0.278601 0.09 -0.03 0.01
H -2.717328 1.471916 0.415894 0.11 0.03 0.05
H -4.832168 1.953921 -0.861705 -0.15 -0.10 0.08
H -4.799646 2.915144 0.639977 -0.13 -0.11 0.05
H -5.108169 3.708805 -0.920498 0.12 -0.10 0.06
H 0.117082 5.696442 2.151456 0.04 0.01 -0.11
H 1.016360 6.071577 0.668015 0.01 0.11 0.12
H -0.635654 6.700103 0.889685 0.01 -0.20 -0.07
H 1.726848 1.831306 -2.443178 -0.02 -0.05 0.01
H 1.642897 1.079404 -0.835298 0.11 0.00 0.02
H 1.795735 2.840875 -1.000019 0.16 -0.07 0.08
H -0.254422 0.707162 -3.134987 -0.01 -0.04 0.03
H -0.508037 -0.071773 -1.559266 -0.02 -0.11 0.00
H -1.800092 0.899051 -2.308371 -0.09 -0.18 -0.03
H 4.211032 -6.194731 -1.043096 0.08 0.17 0.19
H 4.148034 -6.513236 0.694855 -0.16 0.17 -0.11
H 1.961186 -5.698467 -1.137976 -0.27 -0.34 0.38
H -0.437887 2.940258 -2.061219 -0.14 0.12 0.04
H -0.484357 1.345332 0.511106 -0.11 0.03 0.18
```
Positions in Å, forces in eV/Å.

- Multiplicity: 1
- Gap between HOMO and LUMO: 8.9 eV
- E: -1505.1850 Eh
- SMILES string: CNC(=O)[C@@H](NC(C)=O)C(C)C.O[C@@H]1CSc2nc3ccccc3n21


# 2
Entry from the OMol25 dataset: a structure of composition C37H32Br2F6N6SbTc (the ωB97M-V functional and the def2-TZVPD basis).

```
85
Properties=species:S:1:pos:R:3:forces:R:3
Tc -0.240026 0.794019 0.116934 0.24 -0.05 0.06
Br 1.125074 3.413945 6.358112 0.03 0.06 0.13
C 0.808825 2.618814 4.711224 -0.01 -0.02 -0.22
C 0.384778 1.306542 4.612981 0.03 -0.03 0.01
C 0.129458 0.780263 3.363309 0.00 0.27 -0.06
N 0.254294 1.461255 2.207809 0.01 0.04 0.65
C 0.745986 2.724528 2.319059 -0.05 -0.30 -0.01
C 1.010099 3.324901 3.534134 0.00 -0.03 0.16
C 1.007782 3.434595 1.059457 -0.01 -0.04 -0.30
C 1.597715 4.682485 0.994846 0.03 0.04 -0.01
C 1.743047 5.294099 -0.243350 -0.06 -0.14 -0.01
Br 2.525023 6.977804 -0.365289 0.05 0.12 -0.01
C 1.295408 4.633901 -1.374986 0.04 0.04 -0.02
C 0.742378 3.378267 -1.228792 0.07 0.22 0.29
N 0.607833 2.784270 -0.042716 -0.12 0.25 -0.08
H 0.247589 0.687532 5.486358 -0.02 0.00 0.05
H -0.186505 -0.244867 3.295549 0.01 0.11 0.04
H 1.369711 4.339630 3.577319 0.00 0.03 0.02
H 1.942172 5.190524 1.881374 0.00 0.02 0.00
H 1.378438 5.068886 -2.359468 0.00 0.04 -0.02
H 0.406745 2.844588 -2.089627 -0.17 -0.20 -0.27
C -3.192589 4.085377 0.587152 -0.06 0.01 -0.01
C -4.310003 3.537132 -0.024494 -0.01 0.03 0.01
C -4.294377 2.200351 -0.363426 -0.05 -0.04 0.07
C -3.155415 1.430649 -0.140867 -0.14 0.11 0.11
C -1.977059 1.994903 0.355876 0.31 -0.24 0.01
C -2.044548 3.330876 0.764382 -0.19 -0.21 0.04
C -3.154040 0.002181 -0.426907 0.22 0.11 0.00
C -4.345141 -0.748069 -0.416668 -0.12 -0.36 -0.19
C -4.281104 -2.086637 -0.646695 -0.20 0.26 0.10
C -3.050893 -2.671695 -1.008380 0.31 -0.06 -0.15
C -2.964774 -4.025251 -1.406150 0.01 0.07 0.00
C -1.787678 -4.533794 -1.866345 0.05 -0.04 0.00
C -0.660764 -3.695329 -1.966758 -0.32 -0.08 0.08
C -0.708717 -2.390696 -1.559477 0.00 -0.22 -0.07
C -1.896484 -1.860940 -1.033529 -0.36 0.40 0.03
N -1.964415 -0.544208 -0.612053 -0.05 0.18 0.42
H -3.201616 5.114876 0.917144 -0.03 0.05 -0.01
H -5.185462 4.140176 -0.215844 -0.03 0.02 0.01
H -5.163391 1.745500 -0.815900 -0.08 0.04 -0.03
H -1.227642 3.829849 1.256518 0.10 0.02 -0.04
H -5.277362 -0.256348 -0.189335 -0.04 -0.03 0.02
H -5.168479 -2.702970 -0.591985 -0.03 -0.03 -0.01
H -3.858029 -4.632705 -1.370510 -0.04 -0.05 0.01
H -1.724122 -5.563396 -2.185381 -0.01 -0.05 -0.04
H 0.251504 -4.083693 -2.387394 -0.77 -0.13 -0.04
H 0.143908 -1.742922 -1.688645 -0.35 0.06 -0.13
N 2.851575 0.630339 1.012310 0.12 -0.24 -0.06
C 4.123163 0.782592 0.604857 0.14 0.01 0.00
C 4.093744 0.953168 -0.761422 0.09 -0.07 0.05
C 2.742887 0.883207 -1.106501 0.02 -0.18 0.13
N 2.000963 0.667068 -0.022586 -0.23 -0.19 -0.02
H 2.514086 0.421090 1.939707 -0.06 0.07 -0.05
H 4.940772 0.746114 1.301989 0.07 0.07 0.06
H 4.929323 1.095756 -1.420324 0.07 0.06 -0.03
H 2.289901 0.942258 -2.082090 -0.09 0.09 -0.03
F -0.117254 0.588142 -1.847719 0.37 0.19 -1.72
Sb -0.538218 0.721630 -4.017795 -0.26 0.37 0.85
F -1.762263 -0.628135 -3.648965 -0.12 -0.15 -0.11
F -1.745529 1.989906 -3.370399 -0.01 0.05 -0.05
F -0.873377 0.834249 -5.824219 0.01 -0.08 -0.13
F 0.784541 2.057757 -4.018813 0.09 -0.04 0.11
F 0.848075 -0.528672 -3.985484 0.30 -0.38 -0.04
C 2.299174 -3.639255 -2.228971 -0.47 0.37 -0.78
N 2.335088 -3.505855 -0.792366 1.34 -0.24 -0.42
C 3.273524 -4.383220 -0.129531 0.67 -0.22 0.45
C 2.034603 -2.231273 -0.223608 -0.65 1.74 0.42
C 0.913869 -2.163071 0.827278 -0.80 -0.86 1.13
C 0.761273 -3.294808 1.644427 0.24 0.00 -0.36
C -0.288506 -3.460795 2.523951 -0.08 -0.05 0.09
C -1.262474 -2.476878 2.628135 -0.01 -0.06 -0.10
C -1.123347 -1.327166 1.876091 0.25 -0.88 0.17
C -0.031719 -1.146938 1.019772 0.27 1.27 -0.85
H 3.285627 -3.492319 -2.684767 0.18 0.03 0.41
H 1.616915 -2.905897 -2.667814 0.38 -0.05 0.12
H 1.958427 -4.631167 -2.525519 0.33 -0.19 0.20
H 4.041074 -4.711406 -0.835067 -0.23 -0.01 -0.11
H 2.816013 -5.283487 0.287049 -0.28 0.04 -0.12
H 3.786790 -3.855832 0.678719 -0.31 -0.02 -0.01
H 1.765963 -1.581220 -1.048941 0.16 0.03 0.09
H 2.937747 -1.808958 0.238377 0.18 -0.38 -0.13
H 1.473283 -4.095656 1.536777 0.03 -0.23 0.18
H -0.365336 -4.368021 3.105444 0.03 -0.05 0.02
H -2.119244 -2.599444 3.275720 -0.01 -0.08 0.06
H -1.888268 -0.562966 1.963773 0.12 0.06 -0.08
```
Positions in Å, forces in eV/Å.

- Multiplicity: 3
- Gap between HOMO and LUMO (alpha / beta): 7.3 / 4.4 eV
- E: -7825.4960 Eh
- Total charge: +2